1.
{
  "formula": "FH3OP2",
  "method": "the ωB97M-V functional and the def2-TZVPD basis",
  "symbols": ["O", "F", "P", "P", "H", "H", "H"],
  "coordinates": [[2.028, 0.413, 0.488], [-0.976, 1.325, 0.244], [-1.438, -1.604, 0.080], [-1.653, 0.220, -0.792], [1.182, 0.779, 0.781], [2.717, 1.007, 0.372], [-1.860, -2.140, -1.173]],
  "mulliken_charge": [-0.626, -0.295, -0.039, 0.270, 0.335, 0.294, 0.061],
  "energy_ha": -859.59130,
  "homo_lumo_gap_ev": 8.78,
  "total_charge": 0,
  "e_homo_ev": -9.7680
}



2.
{
  "formula": "C26H21AuN4OPS",
  "method": "the ωB97M-V functional and the def2-TZVPD basis",
  "symbols": ["Au", "N", "C", "S", "N", "N", "C", "C", "C", "C", "C", "C", "N", "H", "H", "H", "H", "H", "H", "H", "O", "C", "C", "C", "C", "C", "C", "C", "P", "C", "C", "C", "C", "C", "C", "C", "C", "C", "C", "C", "C", "H", "H", "H", "H", "H", "H", "H", "H", "H", "H", "H", "H", "H", "H"],
  "coordinates": [[-0.474, -0.271, 0.239], [-4.928, -0.355, -0.206], [-3.636, -0.083, 0.043], [-2.690, -1.372, 0.741], [-3.259, 1.154, -0.245], [-1.952, 1.395, -0.090], [-1.532, 2.602, -0.113], [-0.114, 2.876, 0.140], [0.394, 4.166, 0.015], [1.725, 4.400, 0.308], [2.518, 3.342, 0.731], [1.939, 2.088, 0.821], [0.663, 1.852, 0.527], [-5.322, -1.235, 0.067], [-5.523, 0.381, -0.547], [-2.221, 3.425, -0.281], [-0.258, 4.968, -0.303], [2.142, 5.393, 0.215], [3.555, 3.485, 0.998], [2.515, 1.233, 1.164], [1.881, 0.494, -2.197], [2.387, -0.304, -1.590], [3.147, -1.168, -0.832], [4.562, -1.045, -0.921], [5.346, -1.918, -0.220], [4.759, -2.917, 0.568], [3.381, -3.029, 0.666], [2.539, -2.184, -0.044], [0.727, -2.262, 0.040], [0.373, -3.295, 1.477], [0.324, -4.686, 1.396], [0.092, -5.437, 2.538], [-0.086, -4.806, 3.761], [-0.032, -3.421, 3.847], [0.193, -2.666, 2.708], [0.252, -3.215, -1.435], [1.102, -3.348, -2.533], [0.682, -4.033, -3.663], [-0.586, -4.592, -3.703], [-1.435, -4.461, -2.614], [-1.025, -3.771, -1.484], [4.995, -0.259, -1.525], [6.422, -1.824, -0.267], [5.389, -3.616, 1.101], [2.945, -3.795, 1.295], [0.459, -5.184, 0.443], [0.045, -6.516, 2.471], [-0.272, -5.394, 4.649], [-0.181, -2.928, 4.798], [0.212, -1.584, 2.770], [2.104, -2.940, -2.510], [1.349, -4.133, -4.509], [-0.910, -5.133, -4.582], [-2.426, -4.894, -2.644], [-1.705, -3.650, -0.651]],
  "mulliken_charge": [0.572, -0.360, 0.692, -0.559, -1.325, 0.574, -0.730, 0.861, -0.749, -0.285, -0.920, -0.290, -0.108, 0.198, 0.249, 0.372, 0.383, 0.441, 0.409, 0.640, -0.143, -0.240, 1.026, -0.891, -0.749, -0.643, -0.862, 0.801, 1.032, -0.064, 0.033, -0.804, -0.481, -0.748, -0.288, 0.704, -0.324, -0.811, -0.545, -0.751, -0.294, 0.552, 0.448, 0.465, 0.534, 0.474, 0.441, 0.408, 0.426, 0.299, 0.375, 0.428, 0.400, 0.423, 0.305],
  "energy_ha": -2172.61983,
  "homo_lumo_gap_ev": [4.20, 4.20],
  "total_charge": 1,
  "e_homo_ev": [-9.1592, -9.1586]
}



3.
{
  "formula": "C11H17NO2S",
  "method": "the ωB97M-V functional and the def2-TZVPD basis",
  "symbols": ["C", "C", "C", "C", "C", "C", "C", "C", "C", "C", "C", "N", "O", "O", "S", "H", "H", "H", "H", "H", "H", "H", "H", "H", "H", "H", "H", "H", "H", "H", "H", "H"],
  "coordinates": [[0.777, 0.089, 1.258], [-1.563, -0.081, 0.588], [-1.570, -0.422, -0.838], [-0.239, 2.095, 0.087], [0.685, 0.282, -1.736], [0.348, -1.936, -0.456], [1.849, 0.938, 0.441], [-0.522, 0.864, 1.176], [-0.246, -0.902, -1.399], [0.984, 1.383, -0.718], [0.735, -1.352, 0.796], [-0.684, -0.590, 3.385], [1.476, 0.973, 3.678], [1.391, -2.048, 1.541], [1.051, -0.259, 2.995], [-2.569, 0.194, 0.879], [-1.397, -1.021, 1.012], [-2.294, -1.264, -0.946], [-1.746, 0.486, -1.499], [-1.183, 2.373, -0.396], [0.165, 2.904, 0.566], [1.706, -0.215, -1.901], [0.374, 0.771, -2.613], [-0.451, -2.583, -0.253], [1.242, -2.382, -0.888], [2.879, 0.449, 0.282], [2.002, 1.861, 1.037], [-0.948, 1.367, 2.117], [-0.517, -1.417, -2.381], [1.579, 2.167, -1.371], [-1.019, 0.282, 3.752], [-0.787, -1.309, 4.101]],
  "mulliken_charge": [1.319, -0.939, -0.985, -1.496, -1.402, -1.631, -0.965, -0.128, 0.561, 0.467, 0.065, -0.606, -0.649, -0.565, 0.500, 0.340, 0.508, 0.499, 0.266, 0.390, 0.530, 0.290, 0.508, 0.461, 0.402, 0.236, 0.401, 0.455, 0.361, 0.347, 0.228, 0.230],
  "energy_ha": -1032.65997,
  "homo_lumo_gap_ev": 8.76,
  "total_charge": 0,
  "e_homo_ev": -8.0921
}



4.
{
  "formula": "C18H19AlF6N4O6PS5",
  "method": "the ωB97M-V functional and the def2-TZVPD basis",
  "symbols": ["Al", "F", "C", "F", "F", "S", "O", "O", "N", "S", "O", "O", "C", "F", "F", "F", "C", "C", "O", "P", "S", "S", "O", "C", "C", "H", "H", "H", "H", "H", "H", "H", "H", "H", "H", "N", "C", "C", "C", "C", "C", "C", "S", "N", "C", "C", "C", "C", "C", "C", "N", "H", "H", "H", "H", "H", "H", "H", "H", "H"],
  "coordinates": [[1.839, 0.223, -1.183], [5.731, -0.557, -2.667], [5.344, -1.823, -2.758], [6.186, -2.604, -2.099], [5.303, -2.187, -4.029], [3.654, -1.994, -2.001], [3.019, -0.703, -2.372], [3.070, -3.172, -2.531], [3.867, -2.066, -0.451], [4.284, -0.755, 0.344], [3.424, 0.382, -0.048], [5.674, -0.472, 0.413], [3.802, -1.310, 2.048], [2.611, -1.891, 2.043], [4.717, -2.187, 2.442], [3.802, -0.271, 2.862], [-4.017, 2.745, 1.248], [-2.531, 3.036, 1.187], [-2.134, 3.309, -0.160], [-1.313, 2.175, -1.003], [0.487, 3.301, -1.217], [1.617, 2.046, -2.429], [-1.882, 2.424, -2.506], [-3.001, 1.653, -2.956], [-4.253, 2.506, -2.986], [-4.314, 2.524, 2.275], [-4.258, 1.883, 0.622], [-4.588, 3.603, 0.891], [-1.962, 2.191, 1.590], [-2.285, 3.919, 1.775], [-3.140, 0.780, -2.306], [-2.749, 1.295, -3.954], [-4.448, 2.923, -1.997], [-5.111, 1.906, -3.297], [-4.125, 3.332, -3.686], [-0.963, -0.988, 1.591], [-0.594, -0.602, 2.886], [-1.184, -1.208, 3.989], [-0.842, -0.809, 5.272], [0.107, 0.185, 5.465], [0.707, 0.784, 4.366], [0.348, 0.404, 3.081], [0.958, 1.279, 1.680], [0.868, 0.046, 0.488], [-0.197, -0.772, 0.477], [-0.454, -1.420, -0.745], [-1.492, -2.343, -1.006], [-1.673, -2.810, -2.275], [-0.818, -2.362, -3.309], [0.200, -1.507, -2.992], [0.418, -1.049, -1.744], [-1.628, -1.738, 1.533], [-1.921, -1.990, 3.836], [-1.315, -1.283, 6.123], [0.381, 0.496, 6.465], [1.446, 1.567, 4.492], [-2.146, -2.677, -0.210], [-2.463, -3.517, -2.493], [-0.952, -2.700, -4.326], [0.891, -1.151, -3.746]],
  "lowdin_spin": [0.020, 0.000, 0.000, 0.000, 0.000, 0.000, 0.003, 0.000, 0.001, 0.001, 0.003, 0.000, 0.000, 0.000, 0.000, 0.000, 0.000, 0.000, 0.000, 0.001, 0.002, 0.007, 0.000, 0.000, 0.000, 0.000, 0.000, 0.000, 0.000, 0.000, 0.000, 0.000, 0.000, 0.000, 0.000, 0.069, 0.005, 0.014, 0.001, 0.016, 0.000, 0.017, 0.018, 0.101, 0.183, 0.133, 0.053, 0.058, 0.107, 0.022, 0.151, 0.001, 0.001, 0.000, 0.001, 0.000, 0.002, 0.002, 0.006, -0.001],
  "energy_ha": -4541.90184,
  "homo_lumo_gap_ev": [6.60, 7.22],
  "total_charge": 0,
  "e_homo_ev": [-6.2893, -7.9089],
  "s_squared": 0.762,
  "multiplicity": 2
}



5.
{
  "formula": "C3H2FNO2",
  "method": "the ωB97M-V functional and the def2-TZVPD basis",
  "symbols": ["C", "C", "C", "H", "H", "N", "O", "O", "F"],
  "coordinates": [[0.042, 0.327, -0.830], [-0.486, -0.050, 1.050], [0.473, -1.026, 0.760], [-0.325, 1.579, -2.004], [1.189, -1.582, 1.433], [-0.735, 0.859, 0.061], [0.307, 0.911, -1.986], [0.823, -0.768, -0.603], [-1.288, -0.251, 2.118]],
  "mulliken_charge": [0.653, 0.464, -0.278, 0.352, 0.302, -0.535, -0.435, -0.284, -0.239],
  "energy_ha": -420.57268,
  "homo_lumo_gap_ev": 9.63,
  "total_charge": 0,
  "e_homo_ev": -8.9648
}



6.
{
  "formula": "C39H38HfN8OS4",
  "method": "the ωB97M-V functional and the def2-TZVPD basis",
  "symbols": ["Hf", "N", "C", "S", "N", "N", "C", "C", "C", "C", "C", "C", "C", "C", "C", "C", "C", "C", "N", "H", "H", "H", "H", "H", "H", "H", "H", "H", "H", "H", "S", "C", "C", "N", "C", "S", "C", "N", "C", "C", "N", "C", "C", "C", "S", "N", "C", "O", "C", "C", "C", "C", "C", "C", "H", "H", "H", "H", "H", "H", "H", "H", "H", "H", "H", "H", "H", "H", "H", "C", "C", "C", "C", "C", "C", "C", "C", "C", "C", "H", "H", "H", "H", "H", "H", "H", "H", "H", "H", "H", "H"],
  "coordinates": [[0.144, 0.100, -0.139], [-4.241, -0.623, 1.432], [-2.979, -0.819, 0.853], [-1.753, -1.531, 1.936], [-2.820, -0.540, -0.374], [-1.590, -0.686, -0.953], [-1.612, -0.932, -2.343], [-2.873, -1.068, -3.086], [-3.107, -2.178, -3.914], [-4.274, -2.302, -4.651], [-5.263, -1.331, -4.568], [-5.065, -0.239, -3.730], [-3.895, -0.106, -3.002], [-0.376, -1.104, -2.938], [-0.183, -1.293, -4.352], [1.056, -1.542, -4.848], [2.169, -1.566, -3.962], [1.946, -1.253, -2.646], [0.745, -1.005, -2.106], [-4.423, -1.283, 2.173], [-4.967, -0.602, 0.727], [-2.363, -2.963, -3.949], [-4.420, -3.169, -5.287], [-6.173, -1.425, -5.149], [-5.831, 0.526, -3.658], [-3.742, 0.755, -2.368], [-1.037, -1.212, -5.007], [1.198, -1.693, -5.912], [3.171, -1.769, -4.313], [2.792, -1.187, -1.973], [2.249, 1.508, 0.632], [3.529, 0.349, 0.387], [4.822, 0.911, 0.192], [5.856, 1.396, 0.030], [3.390, -1.013, 0.404], [1.901, -1.886, 0.621], [4.555, -1.817, 0.241], [5.480, -2.492, 0.106], [-1.315, 5.581, 1.963], [-2.290, 5.189, 0.854], [-1.610, 4.937, -0.401], [-1.339, 6.087, -1.253], [-2.389, 6.233, -2.354], [-1.228, 3.687, -0.800], [-1.671, 2.344, 0.153], [-0.585, 3.656, -1.965], [0.148, 2.627, -2.379], [0.459, 1.615, -1.722], [0.681, 2.750, -3.764], [1.482, 1.732, -4.275], [2.005, 1.821, -5.554], [1.742, 2.934, -6.339], [0.941, 3.954, -5.837], [0.412, 3.863, -4.561], [-1.847, 5.703, 2.909], [-0.802, 6.517, 1.730], [-0.569, 4.794, 2.077], [-3.026, 5.984, 0.695], [-2.816, 4.283, 1.142], [-0.355, 5.972, -1.701], [-1.329, 6.977, -0.620], [-2.360, 5.346, -2.986], [-2.194, 7.118, -2.965], [-3.389, 6.319, -1.923], [1.687, 0.869, -3.657], [2.620, 1.015, -5.935], [2.157, 3.011, -7.337], [0.734, 4.827, -6.445], [-0.213, 4.649, -4.162], [-2.182, 1.151, 3.537], [-0.712, 0.729, 3.380], [0.110, 2.007, 3.162], [-0.456, -0.228, 2.136], [-0.282, 0.113, 4.727], [-0.638, -1.183, 5.115], [-0.274, -1.704, 6.347], [0.458, -0.945, 7.248], [0.821, 0.340, 6.887], [0.456, 0.857, 5.650], [-2.540, 1.610, 2.618], [-2.277, 1.871, 4.357], [-2.807, 0.290, 3.762], [-0.138, 2.428, 2.193], [1.179, 1.800, 3.179], [-0.120, 2.763, 3.921], [0.399, -0.841, 2.426], [-1.206, -1.808, 4.447], [-0.563, -2.718, 6.601], [0.747, -1.350, 8.211], [1.402, 0.953, 7.568], [0.772, 1.860, 5.402]],
  "mulliken_charge": [-0.422, -0.440, -0.031, -0.342, -1.010, 1.314, 0.073, 0.036, -0.285, -0.711, -0.426, -0.698, -0.246, 0.814, -0.939, -0.798, -1.058, 0.270, 0.194, 0.290, 0.251, 0.516, 0.356, 0.348, 0.374, 0.466, 0.489, 0.372, 0.397, -0.076, -0.399, 0.965, -0.230, -0.635, 0.293, -0.331, 0.054, -0.632, -0.878, -0.877, 0.375, -0.650, -1.186, 0.331, -0.345, -0.229, -0.486, 0.026, 0.432, -0.074, -0.770, -0.464, -0.672, -0.167, 0.384, 0.381, 0.052, 0.376, 0.385, 0.439, 0.437, 0.222, 0.322, 0.425, 0.459, 0.452, 0.361, 0.385, 0.361, -1.788, 3.586, -2.105, -1.179, -0.426, 0.115, -0.964, -0.355, -0.892, -0.353, 0.160, 0.507, 0.421, -0.330, 0.536, 0.634, 0.723, 0.304, 0.381, 0.368, 0.359, 0.326],
  "energy_ha": -3663.19900,
  "homo_lumo_gap_ev": 4.62,
  "total_charge": -2,
  "e_homo_ev": -0.5008
}



7.
{
  "formula": "C18H45O15P3",
  "method": "the ωB97M-V functional and the def2-TZVPD basis",
  "symbols": ["C", "C", "O", "C", "H", "H", "H", "H", "H", "H", "C", "C", "O", "C", "H", "H", "H", "H", "H", "H", "C", "C", "O", "C", "H", "H", "H", "H", "H", "H", "C", "O", "P", "O", "O", "C", "O", "C", "H", "H", "H", "H", "H", "H", "H", "H", "H", "C", "O", "P", "O", "O", "C", "O", "C", "H", "H", "H", "H", "H", "H", "H", "H", "H", "C", "O", "P", "O", "O", "C", "O", "C", "H", "H", "H", "H", "H", "H", "H", "H", "H"],
  "coordinates": [[3.231, 0.846, 0.132], [2.082, -0.039, 0.289], [1.033, 0.138, -0.325], [2.235, -1.320, 1.024], [4.100, 0.228, 0.148], [3.189, 1.628, 0.840], [3.208, 1.523, -0.800], [3.022, -2.057, 0.660], [1.368, -2.024, 0.620], [2.239, -1.355, 2.155], [-1.963, -0.709, 2.290], [-1.981, -0.237, 3.746], [-2.224, 0.946, 4.026], [-1.332, -1.088, 4.809], [-2.360, 0.088, 1.666], [-2.414, -1.553, 2.036], [-0.819, -0.997, 2.014], [-1.707, -2.213, 5.188], [-1.143, -0.587, 5.701], [-0.309, -1.432, 4.481], [0.203, -4.785, 2.647], [1.531, -4.869, 3.357], [2.552, -4.358, 2.888], [1.574, -5.606, 4.623], [-0.508, -4.623, 3.374], [0.013, -5.889, 2.044], [0.034, -4.020, 1.964], [2.412, -6.384, 4.723], [0.746, -6.197, 4.980], [1.802, -5.033, 5.599], [1.025, 2.751, -3.045], [1.364, 4.092, -3.008], [2.830, 4.525, -2.383], [3.313, 5.775, -3.116], [2.410, 5.075, -1.014], [1.951, 6.374, -0.778], [3.891, 3.373, -1.985], [5.212, 3.508, -2.394], [1.573, 2.120, -3.677], [-0.185, 2.594, -3.201], [1.081, 2.463, -1.916], [2.675, 7.051, -1.177], [2.048, 6.674, 0.292], [1.165, 6.741, -1.330], [5.155, 3.810, -3.438], [5.482, 2.436, -2.339], [5.569, 4.423, -1.795], [-3.706, 3.130, 1.185], [-3.027, 4.124, 0.536], [-2.109, 3.910, -0.789], [-2.981, 3.422, -1.867], [-1.351, 5.285, -1.217], [-1.493, 5.812, -2.518], [-0.975, 2.921, -0.400], [-0.128, 3.211, 0.707], [-4.485, 3.476, 1.709], [-3.239, 2.438, 1.524], [-4.281, 2.547, 0.231], [-2.260, 6.738, -2.737], [-1.508, 4.985, -3.222], [-0.465, 6.280, -2.697], [-0.469, 2.852, 1.654], [0.026, 4.286, 0.748], [0.833, 2.651, 0.675], [-0.368, -3.287, -1.563], [-0.947, -4.446, -1.042], [-2.387, -4.931, -1.461], [-3.114, -5.773, -0.373], [-3.178, -3.663, -1.780], [-4.465, -3.656, -2.323], [-2.072, -5.904, -2.739], [-1.128, -6.868, -2.632], [0.808, -3.297, -1.287], [-0.605, -2.271, -0.918], [-0.300, -3.079, -2.734], [-5.063, -4.320, -1.683], [-4.276, -4.149, -3.241], [-4.840, -2.747, -2.356], [-1.607, -7.700, -2.312], [-0.401, -6.649, -1.993], [-0.841, -7.097, -3.711]],
  "mulliken_charge": [-1.070, 0.924, -0.440, -0.662, 0.461, 0.383, 0.083, 0.389, -0.314, 0.301, -0.574, 0.818, -0.566, -1.002, 0.039, 0.626, -0.130, 0.249, 0.399, 0.126, -0.840, 0.828, -0.559, -1.114, 0.408, 0.237, 0.100, 0.312, 0.366, 0.271, -0.411, -0.213, 0.690, -0.748, -0.045, -0.891, -0.139, -0.800, 0.406, 0.163, 0.045, 0.453, 0.299, 0.269, 0.338, 0.280, 0.286, -0.387, -0.369, 0.540, -0.728, -0.201, -0.587, 0.411, -0.326, 0.361, -0.108, 0.257, 0.213, 0.322, 0.112, 0.277, 0.354, -0.209, -0.433, -0.091, 0.815, -0.714, -0.135, -0.782, -0.364, -0.728, 0.184, 0.153, 0.336, 0.339, 0.329, 0.237, 0.346, 0.341, 0.202],
  "energy_ha": -2865.39109,
  "homo_lumo_gap_ev": 10.29,
  "total_charge": 0,
  "e_homo_ev": -9.9754
}



8.
{
  "formula": "C2H8N2",
  "method": "the ωB97M-V functional and the def2-TZVPD basis",
  "symbols": ["N", "C", "C", "N", "H", "H", "H", "H", "H", "H", "H", "H"],
  "coordinates": [[0.791, 0.707, 1.469], [0.462, -0.397, 0.554], [-0.355, 0.303, -0.442], [-1.369, -0.551, -1.222], [1.429, 1.387, 1.040], [1.355, 0.397, 2.262], [1.212, -1.127, 0.104], [-0.124, -1.108, 1.028], [0.389, 0.800, -1.148], [-0.986, 1.062, -0.042], [-0.891, -1.347, -1.588], [-1.914, -0.125, -2.013]],
  "mulliken_charge": [-0.559, -0.590, -0.355, -0.607, 0.236, 0.228, 0.232, 0.424, 0.196, 0.389, 0.189, 0.217],
  "energy_ha": -190.46877,
  "homo_lumo_gap_ev": 10.22,
  "total_charge": 0,
  "e_homo_ev": -9.0218
}